[1]
A structure of composition C9H36O9 in a non-equilibrium geometry. Source: the OMol25 dataset; level of theory: ωB97M-V with the def2-TZVPD basis set.

```
54
Properties=species:S:1:pos:R:3:forces:R:3:mulliken_charge:R:1
C -0.42552 1.44319 -2.23981 -2.0 1.1 0.6 -1.0050
O 0.25612 2.10416 -3.28910 -0.1 -0.3 0.3 -0.5636
H -1.20304 0.75746 -2.57645 -0.2 1.3 -0.4 0.7430
H 0.16483 0.86725 -1.52715 0.5 0.8 -0.8 -0.1608
H -0.98814 2.17440 -1.65939 0.2 0.2 0.2 0.6857
H -0.40248 2.76381 -3.51867 0.4 0.3 -0.6 0.3907
C -0.05965 -0.73127 0.05938 1.0 -0.7 -2.0 -0.1292
O 0.43671 0.57217 0.37107 -8.8 -4.0 -4.9 -0.7649
H 0.07739 -1.49563 0.82429 0.3 0.4 -0.3 -0.6007
H -1.13061 -0.65723 -0.12943 0.4 0.0 -0.2 0.7317
H 0.49725 -0.95085 -0.85152 -0.8 -0.7 0.4 -0.8776
H 1.34714 0.55549 0.67510 -2.0 -1.0 0.8 0.4987
C -0.19823 -0.96876 -3.14306 0.1 -1.0 -0.9 0.2662
O 1.02766 -1.55118 -2.78924 -0.4 0.0 -0.8 -0.6505
H 0.03293 -0.28528 -3.96008 -0.6 0.4 0.0 0.2689
H -0.83523 -1.76328 -3.53174 0.0 0.0 0.1 0.4098
H -0.62296 -0.45560 -2.28029 0.1 -2.0 -1.0 -0.6112
H 1.61042 -0.87126 -2.44326 0.0 0.5 -0.3 0.4317
C -3.59223 0.30674 0.26554 1.8 0.7 -0.7 -0.1745
O -4.72080 -0.36398 -0.18724 -0.6 -0.4 0.7 -0.5848
H -2.77420 -0.39968 0.40663 -0.1 0.1 -0.1 0.1024
H -3.30585 1.03094 -0.49711 0.1 0.0 -0.4 0.1066
H -3.52550 0.91957 1.16448 -1.7 -0.7 0.2 0.2539
H -4.56873 -1.24769 0.15558 -0.7 -0.3 -0.1 0.3878
C 2.84393 -0.76203 1.56337 1.9 0.5 3.8 -1.1116
O 2.29773 0.18521 0.70489 10.1 -2.6 -0.6 -0.4864
H 2.42095 -0.63234 2.55954 -0.5 0.0 0.1 0.3836
H 2.79066 -1.83630 1.38674 -0.4 0.6 -1.0 0.4042
H 3.87451 -0.47235 1.76856 0.3 -0.4 -0.4 0.3553
H 2.64074 1.08177 0.71610 1.7 0.2 0.3 0.4257
C -0.57987 -2.10429 2.96404 -1.0 1.5 -0.7 -0.6811
O -1.75291 -1.43604 2.45942 -0.3 -4.4 1.1 -0.6809
H -0.01780 -1.33835 3.49837 0.3 -0.3 0.7 0.2005
H -0.83278 -2.98131 3.55984 0.0 0.2 0.0 0.3318
H 0.06858 -2.38602 2.13444 0.1 -0.7 0.1 0.2276
H -1.53829 -0.53049 2.22381 -0.2 0.8 0.3 0.7886
C 2.39326 -2.57590 -0.94617 0.5 -0.6 0.2 -0.7874
O 2.77571 -3.98549 -0.67132 -1.1 1.9 0.0 -0.5401
H 2.94185 -1.83681 -0.36231 0.7 -0.5 -0.6 0.4299
H 2.28498 -2.26752 -1.98602 1.8 -1.5 0.4 0.6161
H 1.37281 -2.28794 -0.69346 0.2 -1.9 0.7 0.1546
H 3.68546 -4.13946 -0.93636 0.0 0.3 -0.2 0.2952
C 0.52903 2.77297 0.19409 1.3 3.3 -0.9 -1.2424
O 1.23276 3.81887 0.85577 0.5 0.4 0.5 -0.5870
H 0.78105 2.72912 -0.86547 0.6 0.3 0.0 0.5594
H 0.80376 1.80309 0.60876 -0.3 4.5 0.6 0.8462
H -0.54665 2.94844 0.20922 1.4 0.2 -0.2 0.4818
H 0.83698 4.68739 0.75259 -0.1 -0.1 -0.3 0.3459
C -1.63605 1.93049 1.51931 0.1 -0.2 1.9 -1.7844
O -1.10941 0.65686 1.83989 -3.7 2.4 2.7 -0.7874
H -2.62481 2.01974 1.96931 0.4 0.3 0.3 0.6448
H -0.90464 2.59456 1.97990 -0.7 0.7 0.0 0.4340
H -1.72242 2.17769 0.46123 -0.6 -0.9 0.3 0.4222
H -0.40648 0.41280 1.23333 0.3 1.5 0.5 1.1870
```
Forces are in eV/Å.

## Properties
ΔE to the lowest compared entry with this formula, charge and spin: 17.402 eV
energy: -1041.0313 Ha
E_HOMO: -9.2585 eV


[2]
A structure of composition C9H40BCuN18O9 in a non-equilibrium geometry. Source: the OMol25 dataset; level of theory: ωB97M-V with the def2-TZVPD basis set.

```
78
Properties=species:S:1:pos:R:3:forces:R:3:mulliken_charge:R:1
Cu 2.57907 25.44251 13.03940 0.7 -0.9 -0.5 -0.0243
B 3.48348 25.13408 10.92285 0.0 -0.3 0.0 7.7422
H 4.49126 25.14405 10.53746 2.8 0.4 -0.9 -2.0003
H 3.39765 24.33497 11.64278 -0.1 -2.9 2.8 -0.0304
H 3.23389 26.12303 11.27488 -0.9 3.5 1.7 -0.2531
H 2.80046 24.85969 10.13391 -1.8 -0.8 -2.3 -2.6430
C 2.78871 28.34132 8.56707 1.5 -5.4 3.8 0.5981
O 3.24805 29.29838 7.99390 2.3 4.2 -2.4 -0.2014
N 3.43908 27.57602 9.45430 1.5 3.1 -1.0 0.2719
N 1.61174 27.92442 8.32885 -3.7 0.0 -1.0 -0.0998
H 3.10312 26.74606 9.92165 -0.3 -0.2 -0.4 0.1522
H 4.43163 27.76300 9.45446 0.8 -0.6 0.5 0.1949
H 1.32998 27.37459 9.12785 -1.4 -0.2 -0.7 -0.0895
H 1.04834 28.43746 7.66594 -0.7 -0.4 0.2 0.2606
C 0.50533 22.79492 12.41880 1.0 2.0 0.7 0.4606
O 1.30905 23.73205 12.62373 0.6 1.3 0.2 -0.5271
N -0.50093 22.84252 11.62610 -3.7 2.4 -3.7 -0.3341
N 0.56351 21.68860 13.03920 1.6 -3.3 2.9 -0.3715
H -0.74820 23.74124 11.23717 0.3 -0.2 -0.3 0.1714
H -1.20744 22.13921 11.46391 0.5 -0.2 0.3 0.2247
H 1.34074 21.63930 13.68229 -0.3 -0.8 0.1 0.2264
H -0.19522 21.02490 12.97644 0.6 -0.2 0.3 0.1773
C 5.06596 27.37149 14.06913 -2.0 -2.7 1.4 0.6551
O 4.08606 26.86829 13.49222 -1.7 -0.5 -0.7 -0.4990
N 5.43323 27.11523 15.29049 -1.4 -2.4 4.0 -0.4503
N 5.87257 28.15916 13.53804 3.3 4.0 -4.3 -0.3530
H 6.31183 27.31317 15.74763 -0.2 0.1 -0.4 0.1983
H 4.79370 26.50520 15.77934 0.3 0.1 0.4 0.1906
H 6.58277 28.58558 14.11585 0.0 0.2 -0.8 0.1853
H 5.86241 28.18094 12.52832 0.4 0.6 0.1 0.2039
C 6.67364 23.55070 8.45349 1.4 3.3 -4.4 0.4447
O 7.49620 22.75446 8.24125 4.2 -4.2 -1.0 -0.6719
N 5.89825 23.48676 9.43630 -4.1 -1.5 6.1 0.0441
N 6.50836 24.63296 7.69850 -0.6 2.2 -1.6 -0.3185
H 6.32289 22.77718 10.01618 -0.8 0.1 0.7 -0.0041
H 5.33140 24.24677 9.78438 0.4 -0.5 0.0 -0.3380
H 7.21465 24.86132 7.01360 -0.3 -0.1 0.1 0.2341
H 5.91913 25.36395 8.07074 0.4 0.2 -0.5 0.0258
C -0.23303 26.99907 11.77993 0.3 -2.0 -0.6 0.5049
O 0.84858 26.69834 12.21731 3.4 -0.2 2.3 -0.5784
N -1.22986 26.13379 11.80770 -1.8 -2.5 1.2 -0.4410
N -0.45150 27.99600 11.00016 -1.4 3.3 -2.7 -0.3471
H -2.13004 26.17943 11.35197 0.1 0.4 0.3 0.1789
H -1.08118 25.37001 12.45163 -0.3 0.1 -0.1 0.2394
H -1.34362 27.89795 10.53691 0.2 1.1 -0.2 0.1693
H 0.15347 28.77733 10.79129 -0.1 -0.3 0.4 0.2441
C 3.72351 20.55656 10.61854 -2.6 -5.9 0.0 0.5780
O 3.15618 19.45655 10.52267 0.4 -0.2 0.0 -0.7708
N 4.92406 20.65200 11.03005 5.6 -0.4 1.8 -0.2272
N 3.05697 21.60078 10.44715 -4.5 7.5 -1.3 -0.0068
H 5.28742 19.74228 11.27596 0.5 0.3 -0.1 0.2204
H 5.48078 21.48495 11.15795 -0.5 -0.4 -0.1 0.0844
H 3.37746 22.55670 10.50715 0.5 -0.4 0.1 -0.4006
H 2.05248 21.57729 10.34437 0.3 -0.7 -0.3 0.1886
C 4.80114 23.34295 14.72605 -1.4 3.3 -4.2 0.6062
O 4.00611 24.08510 14.09800 0.0 0.4 -2.0 -0.6420
N 5.95727 22.92161 14.34640 2.8 -0.8 -2.3 -0.3818
N 4.47903 23.12613 15.89340 -1.9 -1.8 7.7 -0.4215
H 6.52035 22.36220 14.97097 0.1 0.0 -0.6 0.1941
H 6.21853 23.10445 13.38806 0.3 -0.4 0.3 0.1682
H 3.63119 23.60722 16.15766 0.2 -0.5 0.7 0.2348
H 5.10813 22.64445 16.51974 -0.7 0.1 0.4 0.1697
C 6.98878 26.82734 10.03567 -1.6 0.2 -1.9 0.8419
O 6.17549 27.18913 9.16388 0.7 0.7 0.4 -0.8061
N 8.29126 26.89895 10.05392 3.1 1.4 -0.7 -0.3940
N 6.58886 26.18963 11.09380 -3.1 -1.9 4.1 0.3042
H 8.72665 27.65831 9.55004 0.2 -0.3 -0.2 0.3226
H 8.64742 26.73061 10.98393 0.6 0.2 -0.5 0.1900
H 5.59901 26.08931 11.26767 0.1 -0.1 -0.3 -1.0333
H 7.13317 25.70020 11.78970 0.4 0.3 -0.5 0.2103
C 1.05609 24.13167 7.83044 2.4 -2.0 -5.0 0.4318
O 0.22339 23.92601 6.98102 -0.3 -0.4 -0.6 -0.6725
N 0.80956 24.69016 8.93895 -1.9 3.8 6.4 0.2791
N 2.43753 23.88295 7.68094 -1.2 -0.1 -0.5 -0.2039
H 1.56160 25.00133 9.53704 -0.3 -0.4 -0.1 -1.0471
H -0.01896 25.25212 9.07253 -0.3 -0.6 -0.5 0.3667
H 2.59915 23.15979 6.99464 0.5 0.0 0.2 0.2859
H 2.97064 23.89436 8.53870 0.2 -0.5 -0.4 -0.0923
```
Forces are in eV/Å.

## Properties
energy: -3694.4433 Ha
E_HOMO (alpha / beta): -13.0964 / -13.0953 eV
charge: +2
multiplicity: 3